1.
C39H60F36N9O24S12 | ωB97M-V with the def2-TZVPD basis set

CARTESIAN COORDINATES (ANGSTROEM)
C  -22.461  10.288  2.842
C  -21.633  10.404  1.576
C  -22.072  9.455  0.484
N  -21.559  9.820  -0.899
C  -22.318  10.971  -1.481
C  -21.929  11.157  -2.959
C  -22.017  9.952  -3.881
C  -21.432  8.718  -3.193
C  -21.817  8.557  -1.705
C  -20.067  10.077  -0.902
H  -22.682  9.246  3.083
H  -23.376  10.882  2.896
H  -21.932  10.687  3.712
H  -20.603  10.135  1.817
H  -21.580  11.451  1.271
H  -23.150  9.325  0.368
H  -21.757  8.423  0.637
H  -23.364  10.651  -1.451
H  -22.255  11.835  -0.824
H  -22.566  11.981  -3.287
H  -20.918  11.564  -2.892
H  -23.070  9.744  -4.090
H  -21.501  10.205  -4.803
H  -21.674  7.786  -3.706
H  -20.342  8.785  -3.263
H  -22.896  8.393  -1.697
H  -21.367  7.634  -1.344
H  -19.498  9.181  -0.662
H  -19.806  10.949  -0.307
H  -19.713  10.341  -1.896
C  -14.210  12.956  -12.172
C  -13.641  11.650  -11.643
C  -12.449  11.953  -10.757
N  -11.840  10.771  -10.053
C  -10.584  11.258  -9.246
C  -10.043  10.248  -8.243
C  -11.132  9.652  -7.376
C  -12.268  9.164  -8.258
C  -12.859  10.254  -9.072
C  -11.348  9.760  -11.077
H  -14.625  13.582  -11.383
H  -14.997  12.739  -12.893
H  -13.416  13.467  -12.724
H  -13.387  11.025  -12.503
H  -14.412  11.061  -11.144
H  -12.769  12.652  -9.979
H  -11.635  12.502  -11.239
H  -11.001  12.131  -8.745
H  -9.793  11.516  -9.948
H  -9.385  10.789  -7.558
H  -9.541  9.402  -8.717
H  -11.524  10.466  -6.750
H  -10.779  8.982  -6.593
H  -13.033  8.829  -7.554
H  -12.046  8.283  -8.864
H  -13.218  11.065  -8.438
H  -13.691  9.795  -9.607
H  -12.223  9.344  -11.572
H  -10.734  8.993  -10.618
H  -10.766  10.370  -11.765
C  -21.780  8.279  -6.867
C  -20.548  7.421  -7.152
C  -19.224  8.059  -6.747
N  -18.016  7.239  -7.102
C  -17.984  7.095  -8.607
C  -16.625  6.714  -9.108
C  -15.514  7.594  -8.638
C  -15.470  7.545  -7.132
C  -16.820  8.026  -6.559
C  -18.108  5.899  -6.412
H  -21.574  9.333  -7.070
H  -22.123  8.128  -5.844
H  -22.635  8.002  -7.486
H  -20.471  7.213  -8.216
H  -20.766  6.484  -6.637
H  -19.158  8.385  -5.710
H  -19.178  8.957  -7.364
H  -18.313  8.003  -9.113
H  -18.730  6.356  -8.896
H  -16.685  6.741  -10.196
H  -16.497  5.662  -8.836
H  -15.572  8.640  -8.968
H  -14.626  7.227  -9.162
H  -14.710  8.104  -6.580
H  -15.262  6.522  -6.810
H  -17.059  9.076  -6.725
H  -16.714  7.860  -5.487
H  -17.172  5.355  -6.303
H  -18.751  5.224  -6.979
H  -18.591  6.027  -5.445
C  -22.094  6.409  -11.287
F  -23.067  6.878  -10.525
F  -22.414  6.269  -12.554
F  -21.081  7.297  -11.232
S  -21.474  4.792  -10.576
O  -21.312  4.911  -9.152
O  -22.525  3.861  -10.939
N  -20.049  4.610  -11.455
S  -19.305  3.467  -10.728
O  -18.567  3.857  -9.544
O  -20.099  2.264  -10.553
C  -17.935  2.988  -11.990
F  -17.182  4.040  -12.339
F  -17.134  2.163  -11.312
F  -18.357  2.342  -13.089
C  -16.595  6.845  -2.365
F  -16.842  6.587  -1.074
F  -17.614  6.396  -3.104
F  -16.569  8.163  -2.522
S  -14.986  6.028  -2.993
O  -14.957  4.723  -2.366
O  -15.118  6.082  -4.423
N  -13.885  7.012  -2.243
S  -12.815  7.264  -3.327
O  -12.230  6.061  -3.861
O  -13.181  8.299  -4.293
C  -11.468  8.109  -2.293
F  -10.497  8.562  -3.082
F  -11.969  9.100  -1.557
F  -10.922  7.199  -1.475
C  -12.940  4.136  -10.767
F  -13.622  3.282  -10.077
F  -12.049  3.490  -11.546
F  -13.693  4.802  -11.613
S  -11.877  5.338  -9.642
O  -10.526  5.355  -10.160
O  -12.515  6.624  -9.522
N  -11.634  4.402  -8.207
S  -12.838  4.793  -7.276
O  -12.563  6.004  -6.528
O  -14.125  4.620  -7.907
C  -12.832  3.346  -6.004
F  -13.632  3.667  -4.975
F  -13.387  2.260  -6.562
F  -11.612  3.038  -5.552
C  -24.810  5.574  -4.029
F  -25.571  6.426  -3.357
F  -25.589  4.705  -4.639
F  -24.083  6.207  -4.942
S  -23.646  4.742  -2.765
O  -22.992  5.872  -2.144
O  -24.559  3.997  -1.951
N  -22.719  3.662  -3.737
S  -21.276  4.167  -3.507
O  -20.971  5.416  -4.198
O  -20.852  3.957  -2.125
C  -20.218  2.937  -4.559
F  -20.663  2.895  -5.797
F  -18.947  3.303  -4.600
F  -20.298  1.722  -3.986
C  -15.266  6.370  -14.573
F  -16.162  6.639  -15.520
F  -15.565  5.186  -14.071
F  -14.051  6.371  -15.128
S  -15.397  7.763  -13.258
O  -15.286  7.138  -11.946
O  -14.286  8.658  -13.586
N  -16.975  8.275  -13.574
S  -16.957  9.837  -13.418
O  -16.472  10.380  -12.154
O  -16.489  10.463  -14.633
C  -18.832  10.234  -13.306
F  -19.299  10.205  -14.563
F  -19.453  9.416  -12.483
F  -19.071  11.488  -12.878
C  -18.239  11.886  -9.268
F  -18.925  12.142  -10.365
F  -17.973  10.600  -9.217
F  -17.096  12.560  -9.255
S  -19.298  12.459  -7.798
O  -19.380  13.897  -7.997
O  -20.516  11.701  -7.912
N  -18.335  11.910  -6.522
S  -18.430  12.889  -5.318
O  -17.395  13.895  -5.267
O  -19.755  13.354  -4.998
C  -18.013  11.671  -3.935
F  -18.067  12.300  -2.751
F  -18.937  10.682  -3.837
F  -16.817  11.154  -4.124

The energy is -331814.401 eV. The spin multiplicity is 1. The frontier orbital gap is 7.00 eV. The value obtained for the LUMO energy is 3.513 eV. As for the energy above the lowest of the compared OMol25 structures with the same formula, charge and spin: 0.0 kcal/mol. Its charge is -3. The molecular weight comes out at 2107.680 g mol⁻¹. The value obtained for the max |F| is 4.06 eV/A.

***

2.
C22H20ClN4PdSTe | ωB97M-V with the def2-TZVPD basis set

CARTESIAN COORDINATES (ANGSTROEM)
Pd  -0.079  -0.272  -0.249
C  -2.199  -1.996  1.055
C  -3.028  -1.902  -0.148
N  -2.727  -1.570  -1.353
C  -1.551  -1.133  -1.791
C  -0.097  -2.853  0.111
C  -0.865  -2.206  1.177
C  -0.616  -3.807  -0.699
C  0.043  -4.111  -1.924
C  1.140  -3.385  -2.234
C  1.750  -3.308  -3.553
C  1.968  -2.149  -4.195
C  1.408  -0.816  -3.914
N  0.359  -0.417  -3.301
C  -0.552  -0.898  -2.494
H  -2.757  -1.828  1.972
H  -4.087  -2.081  0.017
H  -0.376  -2.028  2.129
H  -1.560  -4.274  -0.442
H  -0.396  -4.801  -2.635
H  2.012  -4.238  -4.048
H  2.564  -2.168  -5.100
H  1.930  -0.016  -4.438
Te  1.810  -2.263  -0.628
S  2.085  -0.107  2.128
C  1.078  0.989  1.513
N  1.517  1.425  -0.929
C  3.489  2.480  0.354
C  1.627  4.705  1.236
N  1.042  3.607  0.449
H  1.964  1.820  -1.762
H  4.043  1.665  -0.071
H  3.871  3.294  0.940
H  1.302  5.632  0.770
H  2.714  4.715  1.268
H  1.249  4.674  2.260
Cl  1.902  2.345  0.254
C  -0.277  1.246  2.048
C  -0.407  1.155  3.444
C  -1.646  1.205  4.038
C  -2.787  1.300  3.237
C  -2.665  1.388  1.871
C  -1.417  1.423  1.227
C  -1.326  1.392  -0.218
H  0.485  1.028  4.041
H  -1.735  1.155  5.115
H  -3.770  1.311  3.688
H  -3.556  1.466  1.258
H  -0.595  1.966  -0.761
H  -2.278  1.242  -0.715

The energy is -63206.128 eV. The spin multiplicity is 1. The frontier orbital gap is 6.29 eV. The value obtained for the LUMO energy is -4.518 eV. As for the energy above the lowest of the compared OMol25 structures with the same formula, charge and spin: 466.3 kcal/mol. Its charge is +1. The molecular weight comes out at 641.970 g mol⁻¹. The value obtained for the max |F| is 1.51 eV/A.

***

3.
C31H31Cl3N6 | ωB97M-V with the def2-TZVPD basis set

CARTESIAN COORDINATES (ANGSTROEM)
N  -7.029  8.105  4.655
C  -7.062  7.587  3.425
C  -5.884  7.223  2.710
C  -4.650  7.219  3.446
C  -4.659  7.625  4.773
C  -5.844  8.042  5.329
H  -7.988  7.621  2.870
H  -5.923  7.046  1.645
H  -3.713  7.041  2.939
H  -3.683  7.860  5.171
H  -5.829  8.444  6.332
N  -9.329  6.431  3.503
C  -9.406  6.539  2.129
C  -8.414  5.993  1.331
C  -7.592  5.057  1.911
C  -7.470  4.929  3.291
C  -8.358  5.634  4.062
H  -10.316  7.004  1.778
H  -8.602  6.103  0.273
H  -6.902  4.509  1.286
H  -6.897  4.119  3.717
H  -8.484  5.550  5.131
N  -4.368  1.813  -0.031
C  -4.296  0.475  -0.194
C  -3.087  -0.210  0.050
C  -1.922  0.490  0.415
C  -1.952  1.836  0.512
C  -3.206  2.453  0.402
H  -5.204  -0.015  -0.513
H  -3.012  -1.248  -0.237
H  -0.973  -0.012  0.297
H  -1.105  2.481  0.689
H  -3.372  3.513  0.529
N  -5.314  -0.944  4.151
C  -3.961  -1.177  4.263
C  -2.993  -0.487  3.554
C  -3.388  0.589  2.748
C  -4.778  0.859  2.558
C  -5.688  0.093  3.321
H  -3.620  -1.906  4.983
H  -1.926  -0.653  3.564
H  -2.642  1.232  2.306
H  -5.145  1.572  1.834
H  -6.744  0.316  3.275
N  -5.768  6.875  -1.317
C  -5.861  8.220  -1.454
C  -5.383  9.050  -0.438
C  -4.741  8.444  0.650
C  -4.490  7.098  0.678
C  -5.114  6.295  -0.262
H  -6.398  8.699  -2.260
H  -5.496  10.121  -0.509
H  -4.283  9.023  1.438
H  -3.902  6.608  1.440
H  -5.116  5.216  -0.203
N  -3.321  3.865  5.347
C  -2.475  4.083  6.351
C  -2.479  3.243  7.462
C  -3.217  2.048  7.426
C  -3.945  1.801  6.280
C  -3.943  2.778  5.243
H  -1.942  5.022  6.340
H  -1.902  3.652  8.278
H  -3.020  1.196  8.060
H  -4.495  0.884  6.130
H  -4.461  2.539  4.327
C  -4.197  3.933  2.948
Cl  -4.248  5.602  2.155
Cl  -2.903  2.833  2.487
Cl  -5.790  3.282  3.081
H  -3.989  4.138  3.998

The energy is -79134.275 eV. The spin multiplicity is 1. The frontier orbital gap is 8.07 eV. The value obtained for the LUMO energy is -0.077 eV. As for the energy above the lowest of the compared OMol25 structures with the same formula, charge and spin: 491.7 kcal/mol. The molecular weight comes out at 593.990 g mol⁻¹. The value obtained for the max |F| is 19.70 eV/A.

***

4.
C4H14N2O | ωB97M-V with the def2-TZVPD basis set

CARTESIAN COORDINATES (ANGSTROEM)
C  1.735  -0.819  0.084
N  2.407  0.388  0.619
C  -1.711  -1.416  0.466
C  -2.169  -0.188  -0.315
C  -1.183  1.012  0.077
N  -0.503  0.666  1.410
H  0.680  -0.749  0.101
H  1.937  -0.963  -1.113
H  2.202  -1.736  0.562
H  1.705  1.107  0.518
H  -1.073  -2.037  -0.163
H  -2.401  -2.015  1.015
H  -3.194  0.037  -0.145
H  -2.100  -0.323  -1.417
H  -1.646  2.068  0.059
H  -0.346  1.053  -0.647
H  -0.859  1.269  2.105
H  -0.774  -0.533  1.311
H  2.251  1.263  -2.687
H  3.228  0.586  0.021
O  1.813  1.332  -1.860

The energy is -9393.211 eV. The spin multiplicity is 1. The frontier orbital gap is 3.35 eV. The value obtained for the LUMO energy is -4.063 eV. As for the energy above the lowest of the compared OMol25 structures with the same formula, charge and spin: 239.7 kcal/mol. The molecular weight comes out at 106.169 g mol⁻¹. The value obtained for the max |F| is 4.34 eV/A.

***

5.
C2H2Cl2O2S | ωB97M-V with the def2-TZVPD basis set

CARTESIAN COORDINATES (ANGSTROEM)
C  -0.762  -0.157  0.515
C  -1.493  0.470  -0.363
O  1.755  -0.966  -1.318
O  2.279  -1.133  1.051
S  1.550  -0.488  0.002
Cl  -3.244  0.293  -0.084
Cl  2.123  1.574  0.076
H  -1.043  -0.551  1.489
H  -1.165  0.959  -1.367

The energy is -42078.033 eV. The spin multiplicity is 1. The frontier orbital gap (alpha / beta) is 8.69 / 8.69 eV. The value obtained for the LUMO energy (alpha / beta) is -2.043 / -2.043 eV. As for the energy above the lowest of the compared OMol25 structures with the same formula, charge and spin: 72.0 kcal/mol. The molecular weight comes out at 161.009 g mol⁻¹. The value obtained for the max |F| is 2.75 eV/A.